# C6H10NO

A cluster of 2 separate species, C6H10NO in total (ωB97M-V/def2-TZVPD, the Open Molecules 2025 dataset).

Last column: natural (NBO) charge in e.
Element x y z (Å)
C1 -2.47 0.67 1.00  0.01
C2 0.50 0.53 0.74  0.93
C3 2.47 0.74 -0.66  -0.31
C4 2.66 -0.44 0.09  -0.35
C5 1.20 -0.15 -0.30  -0.45
C6 -2.20 -0.99 -0.78  -0.45
N1 -1.76 0.00 0.18  -0.43
O1 0.33 1.15 1.67  -0.34
H1 -3.56 0.79 1.06  0.19
H2 -2.07 1.18 1.85  0.19
H3 2.50 1.69 -0.10  0.25
H4 2.72 0.91 -1.66  0.26
H5 3.08 -1.30 -0.39  0.26
H6 2.91 -0.48 1.28  0.26
H7 0.61 -0.81 -0.95  0.31
H8 -1.42 -1.74 -0.68  0.22
H9 -2.21 -0.57 -1.82  0.23
H10 -3.28 -1.19 -0.53  0.23

As for the total charge: +1. For the energy above the lowest of the compared OMol25 structures with the same formula, charge and spin, the calculation gives 2.725 eV. As for the HOMO energy: -14.14 eV.

=====

# C23H24F3

A cluster of 2 separate species, C23H24F3 in total (ωB97M-V/def2-TZVPD, the Open Molecules 2025 dataset).

Last column: natural (NBO) charge in e.
Element x y z (Å)
C1 0.24 0.10 3.07  -0.69
C2 -0.43 0.82 1.98  0.32
H1 -0.02 -0.98 0.48  0.20
C3 -1.83 0.74 1.81  -0.32
C4 -2.51 1.86 1.39  0.25
C5 -3.95 2.04 1.69  -0.68
C6 -1.72 3.03 0.86  -0.55
C7 -0.25 2.78 0.61  0.24
C8 0.60 3.90 0.12  -0.68
C9 0.31 1.62 1.07  -0.32
H2 0.30 0.77 3.95  0.28
H3 -0.33 -0.78 3.34  0.25
H4 1.26 -0.17 2.78  0.26
H5 -2.36 -0.15 2.14  0.25
H6 -4.28 3.03 1.36  0.24
H7 -4.56 1.26 1.21  0.27
H8 -4.15 1.96 2.78  0.26
H9 -2.19 3.39 -0.06  0.29
H10 -1.80 3.86 1.60  0.29
H11 -0.03 4.77 -0.11  0.24
H12 1.34 4.21 0.88  0.26
H13 1.17 3.61 -0.78  0.26
H14 1.36 1.37 0.85  0.25
F1 5.90 -1.19 -2.65  -0.32
C10 5.62 -1.46 -1.33  0.97
F2 6.35 -2.56 -1.00  -0.32
F3 6.12 -0.41 -0.60  -0.33
C11 4.14 -1.63 -1.11  -0.09
C12 3.71 -2.67 -0.29  -0.19
C13 2.34 -2.78 -0.05  -0.20
C14 1.44 -1.87 -0.61  -0.01
C15 0.02 -1.90 -0.09  -0.44
C16 -1.17 -1.80 -1.02  0.07
C17 -2.41 -2.19 -0.49  -0.26
C18 -3.60 -1.82 -1.11  -0.20
C19 -3.55 -1.03 -2.26  -0.23
C20 -2.31 -0.70 -2.85  -0.20
C21 -1.13 -1.15 -2.25  -0.25
C22 1.90 -0.80 -1.39  -0.23
C23 3.26 -0.73 -1.72  -0.19
H15 4.39 -3.40 0.15  0.25
H16 1.94 -3.56 0.61  0.22
H17 -0.13 -2.70 0.64  0.22
H18 -2.40 -2.77 0.44  0.21
H19 -4.55 -2.15 -0.67  0.22
H20 -4.48 -0.69 -2.70  0.22
H21 -2.30 -0.09 -3.75  0.22
H22 -0.19 -0.97 -2.76  0.22
H23 1.24 -0.01 -1.75  0.22
H24 3.65 0.01 -2.42  0.24

As for the total charge: +1. For the energy above the lowest of the compared OMol25 structures with the same formula, charge and spin, the calculation gives 0.000 eV. As for the HOMO energy: -11.63 eV.

=====

# C6H24ClCuN12O6

A structure of composition C6H24ClCuN12O6 (ωB97M-V/def2-TZVPD, the Open Molecules 2025 dataset).

Last column: Löwdin spin population.
Element x y z (Å)
Cu1 -1.26 -1.56 -2.53  0.00
Cl1 -0.09 0.04 -1.06  0.00
C1 -1.63 -0.63 3.10  0.00
O1 -0.58 -0.20 3.54  0.00
N1 -2.51 -1.45 3.54  0.00
N2 -2.05 -0.23 1.94  0.00
H1 -2.51 -1.95 4.42  0.00
H2 -3.25 -1.75 2.92  0.00
H3 -1.45 0.33 1.35  0.00
H4 -2.94 -0.61 1.65  0.00
C2 1.81 -2.40 2.07  0.07
O2 2.45 -2.92 2.96  0.69
N3 1.99 -1.16 1.62  0.10
N4 0.93 -3.04 1.49  0.12
H5 1.20 -0.76 1.11  0.00
H6 2.66 -0.60 2.12  0.00
H7 0.18 -2.50 1.07  0.01
H8 1.03 -4.04 1.44  0.00
C3 3.76 2.32 0.50  0.00
O3 3.44 2.12 1.68  0.00
N5 4.99 2.63 0.14  0.00
N6 2.91 2.17 -0.53  0.00
H9 5.79 2.54 0.74  0.00
H10 5.14 2.82 -0.84  0.00
H11 3.30 2.28 -1.45  0.00
H12 2.01 1.76 -0.35  0.00
C4 -1.19 3.97 -0.81  0.00
O4 -1.57 5.10 -0.60  0.00
N7 -1.03 3.43 -2.01  0.00
N8 -1.01 3.16 0.14  0.00
H13 -1.12 4.00 -2.84  0.00
H14 -0.69 2.48 -2.00  0.00
H15 -0.67 2.24 -0.11  0.00
H16 -1.33 3.31 1.08  0.00
C5 1.42 -3.16 -2.16  0.00
O5 0.22 -3.18 -2.10  0.00
N9 2.20 -2.15 -1.85  0.00
N10 2.22 -4.11 -2.63  0.00
H17 1.84 -1.33 -1.39  0.00
H18 3.20 -2.15 -1.79  0.00
H19 3.22 -3.97 -2.66  0.00
H20 1.66 -4.75 -3.18  0.00
C6 -3.85 0.18 -1.27  0.00
O6 -3.19 -0.48 -2.04  0.00
N11 -3.26 0.96 -0.36  0.00
N12 -5.14 0.21 -1.27  0.00
H21 -2.25 0.95 -0.47  0.00
H22 -3.81 1.43 0.34  0.00
H23 -5.65 -0.37 -1.91  0.00
H24 -5.54 0.99 -0.77  0.00

As for the total charge: +1. Its spin multiplicity is 2. As for the HOMO energy (alpha / beta): -11.14 / -11.14 eV. Its expectation value of S² is 0.755.

=====

# C4H8N2O3

The molecule C4H8N2O3 (ωB97M-V/def2-TZVPD, the Open Molecules 2025 dataset).

Last column: natural (NBO) charge in e.
Element x y z (Å)
N1 -0.19 0.03 -1.89  -0.81
C1 1.01 0.59 -1.08  -0.33
C2 0.36 1.40 0.04  0.66
O1 0.10 2.58 -0.20  -0.60
N2 -0.13 0.83 1.24  -0.62
C3 0.19 -0.61 1.70  -0.34
C4 -0.85 -1.55 1.11  0.77
O2 -1.26 -2.56 1.66  -0.60
O3 -1.32 -1.23 -0.06  -0.75
H1 -0.71 0.84 -2.21  0.39
H2 0.13 -0.45 -2.70  0.39
H3 1.67 -0.21 -0.82  0.22
H4 1.42 1.43 -1.63  0.24
H5 -0.77 1.34 1.83  0.42
H6 1.13 -0.79 1.11  0.21
H7 0.22 -0.94 2.80  0.26
H8 -1.01 -0.69 -0.89  0.51

As for the total charge: 0. For the energy above the lowest of the compared OMol25 structures with the same formula, charge and spin, the calculation gives 1.837 eV. As for the HOMO energy: -9.54 eV.

=====

# C5H14Cl2Si2

A cluster of 2 separate species, C5H14Cl2Si2 in total (ωB97M-V/def2-TZVPD, the Open Molecules 2025 dataset).

Last column: Löwdin spin population.
Element x y z (Å)
C1 3.35 1.92 0.96  0.00
C2 -1.55 -1.48 0.56  0.11
C3 -2.74 -0.07 -1.74  0.13
C4 -4.70 -0.49 0.67  0.88
C5 2.75 1.33 -0.35  0.00
Si1 -3.22 -0.87 -0.15  0.71
Si2 2.86 -0.61 0.05  0.00
Cl1 1.79 -1.74 -1.26  0.00
Cl2 4.76 -1.25 -0.13  0.00
H1 3.52 2.98 1.02  0.00
H2 2.63 1.80 1.90  0.00
H3 4.29 1.43 1.00  0.00
H4 -0.87 -0.70 0.76  0.02
H5 -1.65 -2.07 1.53  0.00
H6 -0.82 -1.98 -0.08  0.01
H7 -3.24 -0.61 -2.45  0.03
H8 -2.97 0.99 -1.72  0.01
H9 -1.67 -0.12 -1.83  0.00
H10 -5.06 -0.41 1.66  0.06
H11 -5.53 -0.35 -0.01  0.05
H12 2.60 -1.02 1.45  0.00
H13 3.65 1.57 -1.06  0.00
H14 1.85 1.74 -0.77  0.00

As for the total charge: 0. Its spin multiplicity is 3. For the energy above the lowest of the compared OMol25 structures with the same formula, charge and spin, the calculation gives 0.000 eV. As for the HOMO energy (alpha / beta): -5.20 / -10.52 eV. Its expectation value of S² is 2.004.

=====

# CH5PS2

A cluster of 2 separate species, CH5PS2 in total (ωB97M-V/def2-TZVPD, the Open Molecules 2025 dataset).

Last column: natural (NBO) charge in e.
Element x y z (Å)
C1 -1.91 0.21 0.43  -0.55
P1 1.10 -0.25 -0.88  0.27
S1 1.80 1.38 0.21  -0.28
S2 1.75 -1.84 0.31  -0.25
H1 -1.50 1.27 0.54  0.18
H2 -2.02 -0.47 1.30  0.18
H3 -2.31 -0.07 -0.56  0.18
H4 1.61 2.32 -0.60  0.13
H5 1.48 -2.55 -0.74  0.13

As for the total charge: 0. For the energy above the lowest of the compared OMol25 structures with the same formula, charge and spin, the calculation gives 3.403 eV. As for the HOMO energy (alpha / beta): -8.60 / -7.28 eV.

=====

Summary of max |F| in eV Å⁻¹
4.42; 1.30; 7.87; 3.23; 5.54; 3.30
(order as listed above)